Record 1
The following is a quantum chemistry calculation of a structure of composition C24H20ClNPPbS at a distorted geometry, from the Open Molecules 2025 dataset.

Properties
total charge = +1
E_HOMO = -11.060 eV
frontier orbital gap = 0.2045 Ha
largest force on an atom = 17.9 eV Å⁻¹
DFT total energy = -64575.047 eV

Last column: Löwdin charge in e.
Atoms and positions in Å:
C (-1.42762, 1.93424, 4.24580)  -0.25
C (-0.24350, 1.70295, 3.47188)  -0.18
C (-0.18927, 2.69687, 2.42454)  -0.14
H (0.45535, 0.90782, 3.61876)  0.13
C (-1.30884, 3.56488, 2.58303)  -0.14
C (-1.97796, 3.16415, 3.65587)  -0.55
H (-3.06063, 3.51202, 3.98201)  -0.01
H (-1.79706, 1.34122, 5.04588)  0.14
H (0.56369, 2.76987, 1.66731)  0.14
H (-1.59122, 4.34414, 1.90356)  0.16
Pb (-1.93992, 1.40545, 2.13356)  0.82
Cl (-3.04111, 1.97236, 0.24421)  0.04
P (0.01871, -0.33151, -0.54914)  1.07
C (1.24070, 0.56883, -1.58619)  -0.39
C (2.54541, 0.13303, -1.81234)  -0.08
H (2.89019, -0.78687, -1.36109)  0.10
C (3.40477, 0.87165, -2.61517)  -0.07
H (4.41603, 0.52199, -2.77995)  0.11
C (2.97091, 2.04875, -3.20884)  -0.07
H (3.64221, 2.62184, -3.83571)  0.11
C (1.67226, 2.49107, -2.98983)  -0.08
H (1.32784, 3.41135, -3.44413)  0.11
C (0.81749, 1.76323, -2.17668)  -0.11
H (-0.18946, 2.11928, -1.99643)  0.10
C (1.07610, -1.61523, 0.23479)  -0.39
C (1.75839, -1.25369, 1.40031)  -0.13
H (1.63426, -0.25587, 1.80289)  0.08
C (2.59119, -2.15809, 2.04036)  -0.08
H (3.11707, -1.86172, 2.93919)  0.11
C (2.73906, -3.44525, 1.53904)  -0.07
H (3.38137, -4.15539, 2.04432)  0.11
C (2.05460, -3.81781, 0.39065)  -0.06
H (2.16380, -4.81971, -0.00480)  0.11
C (1.23152, -2.90846, -0.26097)  -0.07
H (0.70893, -3.20512, -1.15970)  0.11
C (-0.88048, -1.31799, -1.81324)  -0.39
C (-0.47115, -1.44594, -3.13983)  -0.08
H (0.42550, -0.94392, -3.47518)  0.10
C (-1.20690, -2.21533, -4.03178)  -0.07
H (-0.87830, -2.30395, -5.05953)  0.11
C (-2.35378, -2.87287, -3.60953)  -0.07
H (-2.92465, -3.47324, -4.30644)  0.11
C (-2.76931, -2.75182, -2.28923)  -0.07
H (-3.66633, -3.25665, -1.95377)  0.11
C (-2.04480, -1.97231, -1.40090)  -0.11
H (-2.38020, -1.86833, -0.37637)  0.10
S (-3.31342, 2.26264, 3.53732)  0.79
C (-4.23707, 3.17908, 4.75941)  -0.37
N (-4.95438, 3.72833, 5.57211)  0.18



Record 2
The following is a quantum chemistry calculation of a structure of composition C24H20F9N2O13PS2W, from the Open Molecules 2025 dataset.

Properties
total charge = -2
E_HOMO (alpha / beta) = -1.285 / -1.284 eV
frontier orbital gap (alpha / beta) = 0.1973 / 0.1973 Ha
largest force on an atom = 0.9 eV Å⁻¹
DFT total energy = -112064.967 eV

Last column: Löwdin charge in e.
Atoms and positions in Å:
W (0.09809, -1.36349, 0.56553)  1.63
O (-3.41788, -6.33839, 1.78601)  0.05
C (-2.57561, -5.28431, 1.56328)  -0.28
C (-1.33601, -5.45010, 0.95626)  0.07
C (-0.55453, -4.33424, 0.75138)  -0.14
N (-0.96338, -3.11943, 1.10437)  0.03
C (-2.12517, -2.96543, 1.74200)  -0.16
C (-2.97026, -4.02292, 1.99156)  0.08
C (-2.30692, -1.58190, 2.27265)  -0.56
O (-3.28433, -1.29537, 2.93683)  0.07
O (-1.27029, -0.81869, 2.04481)  -0.19
C (0.83553, -4.31539, 0.17706)  -0.55
O (1.38418, -5.34324, -0.19519)  0.04
O (1.31112, -3.12491, 0.18773)  -0.10
H (-3.01472, -7.12892, 1.41349)  0.10
H (-0.95489, -6.41536, 0.64474)  0.13
H (-3.90073, -3.85255, 2.51319)  0.13
O (6.00948, 0.49205, -0.24270)  0.06
C (4.74668, 0.01960, -0.03370)  -0.28
C (4.28443, -0.30038, 1.23133)  0.07
C (2.97421, -0.71309, 1.35847)  -0.19
N (2.18406, -0.81782, 0.31120)  -0.02
C (2.64911, -0.60791, -0.92265)  -0.16
C (3.93045, -0.17183, -1.14491)  0.07
C (1.64648, -0.97590, -2.00638)  -0.59
O (1.95545, -0.86100, -3.18336)  0.05
O (0.54580, -1.42301, -1.52471)  -0.18
C (2.33674, -1.22725, 2.62609)  -0.62
O (2.99289, -1.32229, 3.65222)  0.03
O (1.12634, -1.58647, 2.41940)  -0.13
H (6.42805, 0.61341, 0.61588)  0.10
H (4.89155, -0.23010, 2.12529)  0.13
H (4.28163, -0.00529, -2.15304)  0.13
F (-1.57787, -1.78492, -3.39652)  0.17
C (-2.12065, -0.70651, -2.82857)  -0.54
F (-3.10471, -0.28877, -3.67259)  0.12
F (-1.21852, 0.26105, -2.79512)  0.15
C (-2.70657, -1.03613, -1.40854)  -0.31
O (-1.83483, -1.20813, -0.42976)  -0.25
C (-3.71772, 0.11512, -1.02959)  -0.53
F (-3.22519, 1.32590, -1.33764)  0.14
F (-4.91012, 0.01100, -1.66465)  0.13
F (-3.97109, 0.10958, 0.27201)  0.18
C (-3.53797, -2.36819, -1.54690)  -0.53
F (-2.72563, -3.42767, -1.52740)  0.17
F (-4.38305, -2.50350, -0.50948)  0.16
F (-4.28227, -2.46515, -2.66711)  0.14
C (-1.49387, 3.49746, 2.16112)  -0.09
C (-0.81819, 4.29069, 1.05462)  -0.46
C (-1.64756, 4.32815, -0.21759)  -0.06
O (0.51739, 3.85328, 0.70925)  -0.34
P (1.16952, 2.39458, 0.97223)  -0.06
S (1.67015, 2.05456, 2.80770)  0.32
S (-0.04349, 1.10610, -0.01172)  0.51
O (2.53220, 2.58275, 0.12957)  -0.33
C (2.76095, 3.20173, -1.14744)  -0.45
C (1.69114, 2.96921, -2.19927)  -0.06
C (3.02940, 4.68273, -0.92275)  -0.06
H (-2.44288, 3.98669, 2.39494)  0.08
H (-0.87850, 3.46840, 3.05844)  0.05
H (-1.69862, 2.47046, 1.85727)  0.06
H (-0.66105, 5.31397, 1.41082)  0.13
H (-1.76651, 3.31953, -0.61135)  0.04
H (-1.16379, 4.94991, -0.97358)  0.07
H (-2.63808, 4.73966, -0.00711)  0.08
H (3.68168, 2.72205, -1.49176)  0.13
H (0.74110, 3.41747, -1.90835)  0.06
H (1.52368, 1.91084, -2.38509)  0.06
H (2.03238, 3.43692, -3.12706)  0.08
H (2.11625, 5.17640, -0.58911)  0.07
H (3.37140, 5.14947, -1.84972)  0.07
H (3.79392, 4.81520, -0.15630)  0.08



Record 3
The following is a quantum chemistry calculation of a structure of composition C24H20FN7O5SSr at a distorted geometry, from the Open Molecules 2025 dataset.

Properties
E_HOMO = -7.163 eV
frontier orbital gap = 0.2673 Ha
largest force on an atom = 2.3 eV Å⁻¹
DFT total energy = -60274.781 eV

Last column: Löwdin charge in e.
Atoms and positions in Å:
Sr (-1.12113, 0.20854, -0.22948)  1.48
C (1.13030, -1.45794, 4.82835)  -0.04
N (1.13679, -2.16101, 3.54652)  -0.13
C (2.00064, -3.19146, 3.21025)  -0.03
C (1.71715, -3.54483, 1.95617)  -0.04
N (0.68046, -2.71304, 1.50969)  0.03
C (0.30452, -1.84141, 2.52701)  -0.70
S (-0.85351, -0.61820, 2.62036)  0.64
C (0.12911, -2.87787, 0.18722)  -0.27
C (0.89491, -3.50405, -0.79230)  -0.01
C (0.31004, -3.72944, -2.02412)  -0.04
C (-0.99341, -3.32374, -2.25931)  -0.04
C (-1.64735, -2.67238, -1.23704)  -0.13
N (-1.09555, -2.45370, -0.02715)  0.06
H (1.71388, -2.05422, 5.52498)  0.09
H (0.11025, -1.35535, 5.18585)  0.07
H (1.56425, -0.46587, 4.71832)  0.10
H (2.73415, -3.57991, 3.89461)  0.13
H (2.13714, -4.32382, 1.35114)  0.11
H (1.91412, -3.80789, -0.60898)  0.10
H (0.88744, -4.21336, -2.80262)  0.12
H (-1.47554, -3.47785, -3.21411)  0.12
H (-2.65834, -2.29295, -1.35622)  0.12
O (-3.26575, 0.41514, -0.35574)  -0.37
C (-4.21958, 1.30962, -0.38588)  -0.38
C (-5.53664, 0.99053, -0.00212)  -0.02
C (-6.55078, 1.92503, -0.03903)  -0.10
C (-6.30245, 3.23697, -0.45105)  -0.11
C (-5.01427, 3.57135, -0.81775)  -0.07
C (-3.97053, 2.64304, -0.80340)  -0.08
C (-2.61327, 3.10136, -1.21739)  -0.26
N (-1.43799, 2.54351, -0.98166)  -0.03
C (-0.47388, 3.36720, -1.55391)  -0.12
C (-1.07225, 4.43271, -2.13436)  -0.08
N (-2.42637, 4.24960, -1.91618)  0.10
H (-5.71766, -0.02737, 0.32176)  0.11
H (-7.55092, 1.63488, 0.26380)  0.10
H (-7.08945, 3.97791, -0.46762)  0.09
H (-4.81844, 4.60292, -1.09715)  0.10
H (0.58041, 3.13788, -1.50197)  0.10
H (-0.68334, 5.27956, -2.67255)  0.11
H (-3.16109, 4.84718, -2.24774)  0.14
F (5.27766, -1.81635, 1.46364)  0.09
C (4.89700, -0.76247, 0.73463)  -0.19
C (4.08343, -0.87158, -0.30170)  0.04
N (3.71015, 0.21104, -1.08881)  0.01
C (2.59482, 0.05492, -2.00945)  -0.04
C (1.26254, -0.05337, -1.32185)  -0.68
O (1.22211, 0.10053, -0.06111)  -0.17
O (0.26327, -0.26052, -2.07940)  -0.16
C (4.07392, 1.49633, -0.74367)  -0.46
O (3.65839, 2.48843, -1.30259)  0.09
N (4.95438, 1.57209, 0.32785)  0.22
C (5.40751, 0.54105, 1.14741)  -0.40
O (6.15264, 0.73178, 2.07907)  0.11
H (3.68009, -1.83421, -0.58897)  0.14
H (2.76263, -0.81922, -2.63901)  0.14
H (2.56331, 0.92991, -2.65361)  0.14
H (5.24008, 2.50440, 0.58838)  0.17



Record 4
The following is a quantum chemistry calculation of a cluster of 2 separate species, C24H20N3O7 in total at a distorted geometry, from the Open Molecules 2025 dataset.

Properties
total charge = -1
E_HOMO = -4.216 eV
frontier orbital gap = 0.1937 Ha
largest force on an atom = 2.9 eV Å⁻¹
DFT total energy = -44012.161 eV

Last column: Löwdin charge in e.
Atoms and positions in Å:
C (0.95616, -0.32003, 1.08852)  -0.03
C (1.54639, 0.53528, 2.09178)  -0.40
O (1.85687, 1.69650, 1.75649)  -0.03
C (1.81428, -0.01388, 3.46555)  -0.16
C (2.52314, -1.21180, 3.63474)  -0.05
C (2.84448, -1.66427, 4.91981)  -0.09
C (2.41624, -0.92872, 6.03644)  -0.12
C (1.73478, 0.28566, 5.87112)  -0.10
C (1.48024, 0.76271, 4.58195)  -0.03
N (0.33257, -1.51675, 1.36697)  -0.43
O (-0.15570, -2.23044, 0.44951)  -0.06
O (0.24505, -1.89873, 2.57310)  -0.07
H (0.86176, 0.03101, 0.06471)  0.09
H (2.86005, -1.77534, 2.76473)  0.12
H (3.39900, -2.59824, 5.03762)  0.09
H (2.61615, -1.30276, 7.04046)  0.09
H (1.40526, 0.86749, 6.73524)  0.09
H (0.99255, 1.72697, 4.41858)  0.11
C (-6.35747, 4.86216, 0.73313)  -0.10
C (-7.07314, 3.92951, -0.02972)  -0.09
C (-6.47183, 2.72549, -0.39592)  -0.04
C (-5.16190, 2.44041, 0.00592)  -0.20
C (-4.55827, 1.11626, -0.36437)  -0.12
O (-3.36583, 1.36496, -1.14679)  0.01
C (-2.73941, 0.21491, -1.51637)  -0.48
N (-1.47000, 0.62252, -2.08869)  0.17
N (-0.66334, -0.33565, -2.27593)  0.17
C (0.45576, 0.00626, -3.13659)  -0.49
O (0.57402, 0.99737, -3.82273)  0.12
O (1.34057, -1.01874, -3.04386)  0.02
C (2.57120, -0.75079, -3.75686)  -0.12
C (3.49577, -1.91898, -3.56153)  -0.20
C (4.76689, -1.70095, -3.01590)  -0.04
C (5.66751, -2.75822, -2.88923)  -0.09
C (5.29193, -4.04638, -3.29326)  -0.09
C (4.00971, -4.26835, -3.81539)  -0.08
C (3.10167, -3.21076, -3.93051)  -0.03
O (-3.17873, -0.90674, -1.41236)  0.14
C (-4.43262, 3.37988, 0.74594)  -0.02
C (-5.03995, 4.58253, 1.12257)  -0.08
H (-6.82923, 5.80060, 1.02840)  0.10
H (-8.09833, 4.13037, -0.33504)  0.10
H (-7.00048, 1.97510, -0.98703)  0.11
H (-4.27244, 0.54239, 0.53476)  0.15
H (-5.26488, 0.51688, -0.95436)  0.13
H (2.33720, -0.59718, -4.82439)  0.14
H (3.02189, 0.16985, -3.35925)  0.13
H (5.02757, -0.68500, -2.71387)  0.11
H (6.66086, -2.57055, -2.48610)  0.10
H (6.00029, -4.87176, -3.20833)  0.10
H (3.71610, -5.26785, -4.13516)  0.10
H (2.09520, -3.37587, -4.32293)  0.12
H (-3.40216, 3.15710, 1.03444)  0.13
H (-4.48340, 5.30454, 1.71996)  0.10



Which of these has the lowest largest force on an atom? C24H20F9N2O13PS2W